{"formula": "C35H29F12N3O5PbS2", "method": "the ωB97M-V functional and the def2-TZVPD basis", "orbital_gap_ev": [4.830, 6.284], "total_charge": -2, "species": ["Pb", "C", "C", "C", "C", "C", "N", "C", "C", "C", "C", "C", "C", "C", "C", "O", "C", "F", "F", "F", "C", "F", "F", "F", "C", "C", "C", "O", "C", "F", "F", "F", "C", "F", "F", "F", "H", "H", "H", "H", "H", "H", "H", "H", "H", "H", "H", "H", "C", "C", "C", "C", "C", "C", "C", "C", "C", "C", "N", "C", "C", "C", "C", "C", "N", "H", "H", "H", "H", "H", "H", "H", "H", "H", "H", "H", "H", "H", "H", "H", "H", "H", "O", "S", "O", "O", "S"], "coordinates": [[-0.069118, -1.341883, 0.969131], [-4.358618, 3.694217, 3.801631], [-3.101018, 3.081017, 3.263531], [-2.148418, 3.803217, 2.552331], [-1.058118, 3.168317, 2.007931], [-0.852118, 1.764917, 2.120131], [0.068682, 1.111817, 1.399831], [0.694382, 1.672817, 0.325431], [-0.010018, 2.482517, -0.587469], [0.586082, 3.038117, -1.694669], [1.925182, 2.803817, -1.964369], [2.599982, 3.405217, -3.160369], [2.628582, 1.969217, -1.104669], [2.053882, 1.398917, 0.017031], [2.858482, 0.448817, 0.913531], [2.289682, -0.727883, 1.138631], [4.250482, 0.081317, 0.295631], [4.884782, -0.820683, 1.046231], [4.136682, -0.469683, -0.918769], [5.153082, 1.090217, 0.147631], [3.228782, 1.238917, 2.222131], [4.068382, 0.580317, 3.030031], [2.192982, 1.611017, 2.961131], [3.871582, 2.407217, 1.918331], [-1.676218, 1.111017, 3.090731], [-2.804618, 1.754117, 3.560531], [-1.240618, -0.168283, 3.806331], [-0.336218, -0.953883, 3.245831], [-2.454818, -1.081083, 4.221531], [-3.198718, -0.653183, 5.285131], [-3.342918, -1.253483, 3.235431], [-2.032618, -2.286383, 4.578631], [-0.650018, 0.349017, 5.174131], [-1.479918, 1.165017, 5.884631], [-0.352818, -0.646983, 6.014431], [0.460182, 1.063217, 5.002831], [-4.512318, 4.700217, 3.414831], [-4.323218, 3.743317, 4.890631], [-5.215318, 3.077117, 3.532131], [-2.266218, 4.871017, 2.420731], [-0.315418, 3.747517, 1.481331], [-1.068718, 2.618717, -0.427469], [0.001182, 3.642917, -2.375669], [1.927782, 4.091217, -3.672869], [2.898682, 2.622417, -3.857569], [3.496382, 3.949117, -2.863269], [3.663882, 1.791717, -1.342569], [-3.476818, 1.244817, 4.231131], [-1.323918, 0.320117, -4.701269], [-0.207018, 0.650417, -3.706369], [0.907582, -0.365283, -3.665869], [1.924582, -0.290083, -4.605069], [2.993782, -1.165983, -4.567869], [3.068482, -2.107383, -3.555169], [2.089082, -2.200583, -2.582669], [2.175682, -3.227383, -1.497169], [1.242982, -4.413283, -1.748569], [0.977482, -1.345783, -2.658069], [-0.022118, -1.405883, -1.711369], [-1.230618, -1.737083, -2.008569], [-2.330618, -1.439983, -1.188669], [-3.698318, -1.594983, -1.481569], [-4.382918, -0.904383, -0.499769], [-3.408418, -0.372983, 0.355231], [-2.183918, -0.697783, -0.041369], [-2.008918, 1.164217, -4.779269], [-1.897118, -0.542083, -4.371469], [-0.916018, 0.112317, -5.690269], [-0.637818, 0.756917, -2.709069], [0.226682, 1.613217, -3.991769], [1.874282, 0.467917, -5.378669], [3.769982, -1.107383, -5.318869], [3.911282, -2.781183, -3.510869], [1.911582, -2.757883, -0.546769], [3.203982, -3.584583, -1.416769], [0.207782, -4.083683, -1.801669], [1.324082, -5.119083, -0.926269], [1.501882, -4.916483, -2.681369], [-1.450318, -2.221083, -2.969169], [-4.109318, -2.138183, -2.314169], [-5.448318, -0.793183, -0.399069], [-3.562918, 0.241917, 1.220331], [-1.278918, -6.752283, 1.237131], [-0.302218, -5.788483, 1.725431], [-0.212418, -5.692783, 3.163531], [0.970082, -5.831783, 1.027831], [-1.263918, -3.939083, 1.063931]], "forces_ev_per_a": [[1.026, -0.671, 1.053], [0.090, 0.014, -0.030], [0.048, -0.086, -0.005], [0.039, 0.052, -0.093], [0.115, 0.180, -0.127], [-0.254, 0.490, 0.254], [-0.236, -0.517, 0.492], [0.480, 0.889, -1.133], [-0.188, -0.158, 0.272], [0.180, 0.097, -0.054], [-0.121, 0.031, 0.103], [-0.049, -0.066, 0.038], [-0.195, 0.276, -0.120], [0.050, -0.282, 0.185], [0.671, 0.066, 0.266], [-0.909, -0.219, 0.138], [0.670, -0.192, -0.197], [-0.056, -0.227, 0.217], [-0.372, -0.069, -0.289], [0.006, 0.356, -0.061], [0.519, 0.523, 0.081], [-0.103, -0.269, 0.039], [-0.546, -0.196, 0.093], [-0.019, 0.145, -0.147], [-0.184, -0.311, 0.099], [-0.010, 0.218, -0.253], [-0.071, -0.369, 0.749], [0.197, 0.135, -0.612], [-0.458, -0.664, 0.393], [-0.049, 0.365, 0.137], [0.031, 0.166, -0.490], [0.195, -0.027, -0.098], [-0.007, 0.240, 0.707], [-0.171, 0.144, -0.059], [0.070, -0.313, -0.161], [0.293, 0.045, -0.405], [-0.023, 0.040, -0.013], [-0.025, 0.027, 0.069], [-0.090, 0.030, -0.008], [-0.009, 0.080, -0.030], [-0.005, 0.041, -0.083], [-0.110, -0.004, -0.004], [-0.086, 0.029, -0.026], [0.008, 0.058, -0.083], [0.041, -0.044, -0.096], [0.063, 0.045, -0.033], [0.068, -0.073, 0.064], [0.021, -0.148, 0.087], [0.111, 0.103, 0.137], [-0.127, -0.148, -0.157], [-0.105, 0.019, 0.250], [0.129, -0.055, -0.126], [0.034, 0.049, -0.119], [0.014, 0.063, -0.053], [-0.091, 0.029, 0.024], [-0.233, -0.093, -0.037], [0.202, -0.018, 0.049], [0.527, -0.079, -0.866], [-0.717, 0.320, 0.576], [0.716, -0.148, -0.552], [-0.879, 0.027, 0.258], [0.582, -0.112, -0.258], [-0.214, 0.208, 0.304], [-0.488, -0.003, 0.042], [0.237, 0.371, -0.308], [-0.108, 0.045, -0.054], [-0.052, -0.107, -0.036], [0.015, -0.038, -0.079], [0.056, 0.092, -0.077], [-0.013, -0.010, 0.070], [-0.022, 0.077, -0.044], [0.086, 0.013, -0.036], [0.132, -0.102, 0.049], [0.181, -0.068, 0.029], [0.031, 0.080, 0.081], [-0.074, -0.056, -0.008], [-0.111, -0.046, -0.041], [0.016, -0.002, -0.140], [0.047, 0.034, 0.037], [-0.040, -0.074, -0.148], [-0.133, 0.017, 0.025], [-0.053, 0.062, 0.272], [-0.068, 0.230, -0.020], [-0.084, 0.148, -0.102], [0.046, 0.019, 0.006], [-0.021, 0.036, 0.214], [-0.066, -0.758, 0.015]]}